Entry 1:
# C10H15NO

A 2-piece molecular cluster, C10H15NO overall (the ωB97M-V functional and the def2-TZVPD basis, OMol25).

The value obtained for the gap between HOMO and LUMO is 0.3722 hartree. Its total energy is -14149.98390 eV. The highest occupied orbital energy is -9.341 eV. For the LUMO energy, the calculation gives 0.79 eV. The calculation puts the energy above the lowest of the compared OMol25 structures with the same formula, charge and spin at 36.79 kcal per mole. As for the SMILES: Cc1ccccc1.CCC(N)=O. For the maximum force, the calculation gives 3.82 eV Å⁻¹.

The geometry in XYZ format:
```
27
Properties=species:S:1:pos:R:3:nbo_charge:R:1
C -1.09 -0.68 2.08 -0.65
C -1.00 3.04 -0.03 -0.23
C -1.51 1.90 -0.58 -0.21
C -0.21 2.91 1.13 -0.21
C -1.45 0.63 0.02 -0.24
C -0.07 1.65 1.64 -0.21
C -0.77 0.51 1.24 0.00
H -1.04 4.00 -0.56 0.22
H -2.02 1.94 -1.57 0.21
H 0.00 3.78 1.72 0.22
H -1.98 -0.19 -0.41 0.21
H 0.71 1.37 2.41 0.21
H -0.37 -1.51 1.93 0.23
H -2.11 -1.02 2.06 0.23
H -0.86 -0.41 3.11 0.22
C 0.51 -2.22 -1.54 -0.50
C 1.24 -2.23 -0.15 -0.60
C 1.36 -1.21 -2.32 0.69
O 2.06 -1.49 -3.25 -0.58
N 1.45 -0.02 -1.60 -0.88
H 0.42 -3.20 -1.99 0.23
H -0.47 -1.81 -1.27 0.21
H 0.83 -1.46 0.50 0.21
H 2.31 -2.25 -0.25 0.21
H 2.26 0.57 -1.66 0.39
H 0.67 0.51 -1.19 0.41
H 1.15 -3.11 0.53 0.20
```

Entry 2:
# C20H26N4O2SiSr

C20H26N4O2SiSr as an isolated structure (the ωB97M-V functional and the def2-TZVPD basis, OMol25).

The value obtained for the gap between HOMO and LUMO is 0.3118 hartree. Its total energy is -39933.11179 eV. The highest occupied orbital energy is -8.099 eV. For the LUMO energy, the calculation gives 0.38 eV. The calculation puts the energy above the lowest of the compared OMol25 structures with the same formula, charge and spin at 0.00 kcal per mole. For the maximum force, the calculation gives 0.30 eV Å⁻¹.

The geometry in XYZ format:
```
54
Properties=species:S:1:pos:R:3:nbo_charge:R:1
Sr -1.40 -0.58 -0.22 1.81
O -1.49 -4.97 -1.64 -0.70
C -1.54 -3.74 -1.51 0.58
N -1.73 -3.06 -0.39 -0.80
C -1.91 -3.92 0.76 -0.28
C -2.07 -3.16 2.05 0.26
C -2.31 -3.87 3.22 -0.25
C -2.44 -3.20 4.42 -0.15
C -2.32 -1.82 4.43 -0.27
C -2.09 -1.19 3.23 0.05
N -1.96 -1.83 2.06 -0.55
C -1.32 -2.88 -2.75 0.16
C -1.18 -3.53 -3.98 -0.22
C -0.96 -2.77 -5.12 -0.15
C -0.89 -1.39 -5.01 -0.26
C -1.04 -0.83 -3.75 0.04
N -1.26 -1.55 -2.65 -0.54
H -1.07 -4.61 0.87 0.21
H -2.78 -4.58 0.65 0.21
H -2.39 -4.95 3.18 0.22
H -2.62 -3.75 5.34 0.22
H -2.41 -1.25 5.34 0.22
H -1.98 -0.11 3.19 0.19
H -1.24 -4.60 -3.99 0.26
H -0.85 -3.25 -6.08 0.22
H -0.71 -0.76 -5.87 0.22
H -0.98 0.24 -3.62 0.19
C -0.95 3.18 -1.60 -0.43
N -1.20 3.42 -0.19 -0.38
C -0.31 4.34 0.49 -0.41
C -1.97 2.59 0.51 0.56
O -2.59 1.63 0.04 -0.77
H -0.83 4.14 -2.10 0.21
H -1.79 2.65 -2.03 0.22
H -0.04 2.59 -1.71 0.24
H -0.36 5.32 0.02 0.20
H 0.71 3.95 0.44 0.23
H -0.59 4.43 1.54 0.21
H -2.04 2.85 1.57 0.13
C 3.51 3.79 1.15 -1.11
Si 3.55 1.96 0.69 1.60
C 4.37 1.01 2.07 -1.10
C 4.54 1.77 -0.89 -1.10
C 1.85 1.34 0.42 -0.74
C 0.75 0.84 0.22 -0.56
H 4.51 4.16 1.37 0.23
H 2.89 3.95 2.04 0.23
H 3.10 4.39 0.34 0.23
H 5.39 1.36 2.24 0.23
H 4.41 -0.06 1.84 0.24
H 3.81 1.12 3.00 0.24
H 5.57 2.14 -0.76 0.23
H 4.08 2.33 -1.70 0.23
H 4.59 0.72 -1.19 0.24
```

Entry 3:
# C8H6NO2P

The molecule C8H6NO2P (the ωB97M-V functional and the def2-TZVPD basis, OMol25).

The value obtained for the gap between HOMO and LUMO is 0.3184 hartree. Its total energy is -23262.85755 eV. The highest occupied orbital energy is -8.495 eV. For the LUMO energy, the calculation gives 0.17 eV. The calculation puts the energy above the lowest of the compared OMol25 structures with the same formula, charge and spin at 66.02 kcal per mole. As for the SMILES: O=C=C1C=CC=C[C@@]12C(=O)N2P. For the maximum force, the calculation gives 5.56 eV Å⁻¹.

The geometry in XYZ format:
```
18
Properties=species:S:1:pos:R:3:nbo_charge:R:1
C 1.98 1.13 -0.13 -0.19
C 2.11 0.06 0.85 -0.25
C 0.79 1.42 -0.69 -0.19
C 1.40 -1.07 0.67 -0.14
C -0.32 0.37 -0.58 0.01
C 0.22 -0.96 -0.19 -0.41
C -1.47 0.51 -1.38 0.69
C -0.37 -1.93 -0.77 0.77
N -1.62 0.79 -0.03 -0.71
O -2.13 0.33 -2.34 -0.50
O -0.94 -2.77 -1.35 -0.42
P -2.83 0.05 0.97 0.50
H 2.83 1.75 -0.32 0.22
H 2.97 0.17 1.46 0.22
H 0.70 2.40 -1.17 0.23
H 1.55 -2.00 1.25 0.23
H -2.82 0.81 2.23 -0.02
H -2.06 -1.07 1.51 -0.04
```

Entry 4:
# C21H55O8V

C21H55O8V as an isolated structure (the ωB97M-V functional and the def2-TZVPD basis, OMol25).

The value obtained for the gap between HOMO and LUMO (spin up / spin down) is 0.2965 / 0.3160 hartree. Its total energy is -64733.73750 eV. The highest occupied orbital energy (spin up / spin down) is -7.943 / -8.047 eV. For the LUMO energy (spin up / spin down), the calculation gives 0.13 / 0.55 eV. The spin multiplicity is 3. For the maximum force, the calculation gives 3.49 eV Å⁻¹.

The geometry in XYZ format:
```
85
Properties=species:S:1:pos:R:3:lowdin_charge:R:1
V 3.79 -17.32 -4.04 1.20
C 4.61 -18.00 -8.02 -0.09
C 3.28 -18.30 -7.31 -0.39
O 3.21 -17.88 -5.98 -0.35
H 4.88 -16.95 -8.10 0.06
H 4.69 -18.46 -9.00 0.07
H 5.49 -18.25 -7.42 0.06
H 3.13 -19.37 -7.44 0.09
H 2.58 -17.67 -7.85 0.10
C 6.85 -15.50 -6.43 -0.08
C 5.68 -15.06 -5.52 -0.38
O 5.39 -16.01 -4.52 -0.35
H 6.69 -16.47 -6.90 0.04
H 7.72 -15.74 -5.81 0.06
H 7.13 -14.70 -7.10 0.07
H 4.82 -14.79 -6.14 0.09
H 5.85 -14.13 -4.98 0.09
C 0.21 -18.28 -1.32 -0.06
C 1.06 -18.92 -2.52 -0.42
O 2.26 -18.40 -2.91 -0.35
H -0.84 -18.01 -1.46 0.06
H 0.57 -17.33 -0.94 0.03
H 0.42 -18.89 -0.44 0.05
H 0.39 -19.18 -3.34 0.08
H 1.20 -19.96 -2.22 0.07
C 3.30 -15.88 -0.07 -0.02
C 4.41 -15.59 -1.16 -0.38
C 5.89 -15.44 -0.72 -0.03
O 4.35 -16.81 -1.87 -0.16
H 3.05 -14.94 0.40 0.07
H 3.65 -16.45 0.79 0.08
H 2.45 -16.32 -0.60 0.06
H 4.14 -14.69 -1.71 0.13
H 6.06 -15.02 0.27 0.08
H 6.53 -15.07 -1.52 0.08
H 6.36 -16.41 -0.55 0.06
H 4.21 -17.57 -1.30 0.04
C 3.69 -21.63 0.52 -0.05
C 4.07 -20.09 0.61 -0.35
C 5.53 -19.86 1.09 -0.04
O 3.99 -19.30 -0.66 -0.10
H 4.07 -22.24 -0.31 0.07
H 2.63 -21.71 0.31 0.06
H 3.89 -21.98 1.53 0.08
H 3.27 -19.72 1.26 0.12
H 6.19 -20.70 0.86 0.07
H 5.61 -19.80 2.18 0.07
H 5.92 -18.98 0.59 0.06
H 3.11 -19.27 -1.05 0.05
C 5.97 -20.90 -3.09 -0.06
C 6.29 -19.40 -3.07 -0.39
C 7.63 -19.00 -3.82 -0.01
O 5.29 -18.99 -3.98 -0.13
H 5.00 -21.00 -2.59 0.07
H 6.66 -21.35 -2.38 0.09
H 6.07 -21.38 -4.06 0.10
H 6.26 -18.96 -2.08 0.12
H 8.44 -19.09 -3.09 0.07
H 7.60 -17.96 -4.12 0.07
H 7.83 -19.66 -4.66 0.08
H 4.99 -19.85 -4.29 0.04
C 3.12 -22.87 -3.89 -0.06
C 2.77 -22.08 -5.14 -0.47
C 1.28 -21.69 -5.24 -0.02
O 3.64 -20.99 -5.06 -0.06
H 2.74 -22.33 -3.02 0.07
H 4.16 -23.08 -3.68 0.08
H 2.52 -23.78 -3.80 0.08
H 3.11 -22.70 -5.97 0.13
H 0.62 -22.39 -5.75 0.08
H 1.08 -20.78 -5.81 0.08
H 0.87 -21.54 -4.24 0.07
H 3.25 -20.48 -5.78 0.06
C 0.21 -15.79 -5.06 -0.02
C 1.56 -15.02 -4.90 -0.42
C 1.48 -13.51 -4.58 -0.02
O 2.47 -15.54 -3.95 -0.13
H -0.37 -15.74 -4.14 0.07
H 0.18 -16.85 -5.33 0.08
H -0.38 -15.27 -5.82 0.08
H 2.04 -15.30 -5.83 0.13
H 0.74 -13.31 -3.80 0.08
H 1.30 -12.93 -5.48 0.08
H 2.46 -13.20 -4.19 0.08
H 2.08 -15.34 -3.09 0.10
```

Entry 5:
# C9H16Si

The molecule C9H16Si (the ωB97M-V functional and the def2-TZVPD basis, OMol25).

The value obtained for the gap between HOMO and LUMO is 0.3778 hartree. Its total energy is -17467.02274 eV. The highest occupied orbital energy is -9.282 eV. For the LUMO energy, the calculation gives 1.00 eV. The calculation puts the energy above the lowest of the compared OMol25 structures with the same formula, charge and spin at 42.69 kcal per mole. As for the SMILES: C#CCC/C=C/[Si](C)(C)C. For the maximum force, the calculation gives 3.76 eV Å⁻¹.

The geometry in XYZ format:
```
26
Properties=species:S:1:pos:R:3:nbo_charge:R:1
C -0.94 0.78 -0.16 -0.16
C -2.23 1.57 0.07 -0.42
C -3.43 0.58 0.25 -0.48
C -3.27 -0.69 -0.44 0.01
C -3.10 -1.81 -0.83 -0.27
C 0.04 0.62 0.68 -0.64
C 1.25 -1.94 -0.32 -1.08
C 3.04 0.02 1.60 -1.09
C 2.35 0.73 -1.37 -1.06
Si 1.73 -0.14 0.25 1.55
H -2.19 2.24 1.04 0.22
H -2.26 2.24 -0.87 0.22
H -4.31 1.18 -0.01 0.23
H -3.57 0.23 1.22 0.24
H -3.01 -2.82 -1.34 0.25
H -0.81 0.18 -1.04 0.20
H -0.09 1.15 1.67 0.20
H 0.19 -2.04 -0.51 0.24
H 1.98 -2.31 -1.21 0.23
H 1.52 -2.47 0.55 0.22
H 2.56 -0.14 2.52 0.23
H 3.89 -0.59 1.64 0.24
H 3.36 1.00 1.65 0.24
H 2.98 0.07 -1.86 0.22
H 1.47 0.66 -1.96 0.22
H 2.85 1.69 -1.24 0.23
```

Entry 6:
# C2H3OP

The molecule C2H3OP (the ωB97M-V functional and the def2-TZVPD basis, OMol25).

The value obtained for the gap between HOMO and LUMO is 0.3191 hartree. Its total energy is -13457.38820 eV. The highest occupied orbital energy is -9.317 eV. For the LUMO energy, the calculation gives -0.64 eV. The calculation puts the energy above the lowest of the compared OMol25 structures with the same formula, charge and spin at 8.55 kcal per mole. As for the SMILES: C=CP=O. For the maximum force, the calculation gives 3.15 eV Å⁻¹.

The geometry in XYZ format:
```
7
Properties=species:S:1:pos:R:3:nbo_charge:R:1
C -0.05 -0.33 -0.07 -0.67
C -0.98 0.58 -0.16 -0.28
O 2.32 -1.06 0.47 -1.00
P 1.65 0.13 -0.02 1.30
H -0.05 -1.26 0.42 0.24
H -0.85 1.60 -0.62 0.20
H -2.04 0.33 -0.02 0.20
```